(1)
Molecular formula: C44H48BiFN12O4
Method: DFT, ωB97M-V/def2-TZVPD

XYZ file:
```
110
Properties=species:S:1:pos:R:3:forces:R:3
Bi -0.8081 2.5166 1.1363 0.2 -0.6 0.9
O -3.1713 5.3250 3.4216 2.4 -1.4 -0.7
C -2.2116 4.6381 2.9809 -2.3 2.2 1.4
N -2.2669 4.0014 1.8076 0.9 -0.9 -1.7
C -3.4347 4.0952 0.9685 -0.7 0.6 -0.2
C -3.5492 3.1010 -0.1617 -0.8 -0.7 -0.6
C -4.7365 3.0923 -0.9203 0.1 -1.2 -1.6
C -4.7725 2.2222 -2.0606 0.0 0.9 0.2
C -3.6829 1.4201 -2.4203 0.1 0.0 0.8
C -2.6274 1.4108 -1.5357 -0.4 0.5 0.4
N -2.5776 2.2181 -0.4539 0.2 0.8 0.2
C -0.9175 4.5014 3.7838 0.5 -0.2 2.0
C -0.6958 5.2248 5.0345 -0.1 0.3 -1.8
C 0.4625 4.9228 5.7520 -0.1 -1.3 -0.7
C 1.3214 3.8711 5.3134 -1.0 1.3 -0.5
C 1.0905 3.3281 4.0520 0.5 -0.1 0.8
N -0.0324 3.5648 3.3665 -0.5 1.4 -0.3
H -3.6065 5.0753 0.4462 0.5 -0.4 0.8
H -4.2952 3.9430 1.6055 -0.5 0.1 0.1
H -5.6085 3.7294 -0.6905 0.7 -0.4 -0.1
H -5.5956 2.1876 -2.7815 -0.1 0.3 0.7
H -3.6609 0.7587 -3.2987 -0.2 0.5 0.5
H -1.7995 0.7491 -1.6567 0.6 -0.3 0.0
H -1.3382 6.1047 5.3245 0.5 -1.4 -0.4
H 0.7093 5.4453 6.6623 -0.1 0.1 0.1
H 2.1673 3.5837 5.9156 0.2 0.0 -0.1
H 1.8822 2.7115 3.5886 -0.9 0.3 0.2
C 4.7720 2.7661 -4.4826 -0.4 -1.3 -2.2
C 4.9330 1.9529 -3.2135 0.2 0.7 1.0
N 3.6561 1.5847 -2.5204 1.2 1.0 -0.5
C 3.1287 2.6360 -1.8600 -0.8 0.0 -0.5
C 1.8821 2.5909 -1.2322 0.8 -1.5 0.1
C 1.3111 3.9009 -0.7988 -0.7 1.3 -0.2
O 1.8653 4.9058 -1.2130 -0.5 -0.8 0.7
O 0.1488 3.9683 -0.1204 1.1 -0.6 -0.4
C 1.3045 1.2464 -1.0928 -0.8 -0.6 0.4
O 0.4246 0.8739 -0.2311 1.6 0.8 -2.2
C 1.7614 0.2462 -2.1136 -1.4 -1.1 0.3
C 0.9355 -0.9032 -2.4588 -0.6 1.7 1.6
C 1.2480 -1.7003 -3.5105 0.8 0.6 -0.5
F 0.4170 -2.7344 -3.8143 0.7 0.7 -0.3
C 2.4112 -1.3797 -4.3004 0.0 0.4 1.2
C 3.3573 -0.4228 -3.8022 -1.0 -2.4 -2.0
C 2.9640 0.4181 -2.7904 -0.2 1.3 0.8
N 2.5754 -1.9372 -5.5650 1.5 -0.9 -1.0
C 3.8074 -2.6571 -5.9152 -0.2 -0.7 1.2
C 4.3044 -2.2958 -7.2988 0.3 0.5 0.1
N 3.2331 -2.6530 -8.2998 1.2 0.9 0.1
C 1.9396 -1.9689 -7.9852 -0.9 -0.7 0.2
C 1.4921 -2.1067 -6.5024 -0.7 -0.6 -0.3
H 5.7042 3.0002 -5.0106 0.3 0.0 0.8
H 4.2553 3.7115 -4.3574 -0.3 -0.1 0.1
H 4.2915 2.1511 -5.3125 -0.1 0.7 1.2
H 5.4021 2.6136 -2.4538 0.3 -0.8 -0.6
H 5.5254 1.0570 -3.3413 0.2 0.0 0.0
H 3.7609 3.5511 -2.0125 -1.2 -0.7 0.8
H -0.0361 -1.0506 -1.9116 1.3 0.0 -0.5
H 4.3149 -0.3889 -4.3455 -0.7 0.5 0.3
H 3.6173 -3.7630 -5.8459 0.1 0.6 -0.4
H 4.5797 -2.5265 -5.1214 -0.5 0.3 -0.8
H 5.2250 -2.7914 -7.5732 0.1 -0.6 0.0
H 4.5349 -1.2316 -7.4582 -0.5 -0.2 0.4
H 3.2267 -3.6556 -8.4222 -0.6 -0.6 0.3
H 3.5718 -2.3070 -9.1944 -0.2 0.1 -0.3
H 1.2072 -2.4006 -8.6945 0.1 0.3 0.6
H 2.0708 -0.9413 -8.2350 0.3 0.8 -0.2
H 0.9027 -3.0513 -6.4596 0.6 0.2 0.5
H 0.7790 -1.3180 -6.2622 -0.2 0.0 -0.5
C -4.2166 -1.5448 0.0378 -1.6 0.2 -0.9
C -3.8930 -2.1401 1.4006 -0.4 -0.4 0.0
C -2.9128 -3.2998 1.2348 -0.1 -2.7 -0.9
C -5.1637 -2.5891 2.1999 0.0 0.1 -0.1
N -3.3014 -1.0842 2.1471 -1.0 1.1 1.9
N -2.0767 -0.5961 1.6287 2.6 -1.2 0.6
H -4.9018 -2.2369 -0.4557 0.0 0.0 -0.2
H -3.3707 -1.4377 -0.6800 -0.3 0.0 0.7
H -4.7906 -0.5737 0.1212 0.8 -0.9 0.1
H -3.4169 -4.3454 1.1341 0.5 1.9 -0.2
H -2.3082 -3.4696 2.1325 0.1 0.4 -0.1
H -2.2634 -3.1821 0.3155 -0.5 -0.2 1.1
H -5.5133 -3.5537 1.7499 0.0 0.9 0.5
H -5.9803 -1.8042 2.2306 1.0 -0.9 -0.3
H -4.8747 -2.7741 3.2680 -0.1 0.0 -1.0
H -3.2556 -1.3551 3.1506 0.6 0.4 -1.0
H -2.0493 -0.8596 0.6198 0.0 0.3 1.1
H -1.2854 -1.1900 2.0864 -1.3 1.2 -1.3
N 4.5212 -3.0887 0.5100 -1.0 0.6 0.2
C 3.7181 -2.5853 1.1767 1.2 -1.4 0.1
C 2.9107 -1.9862 2.1929 -1.0 1.2 0.2
C 3.2941 -0.6817 2.5746 0.9 0.3 0.1
C 2.4569 0.0469 3.3972 -1.5 -1.4 0.6
C 1.2332 -0.5774 3.8189 0.7 1.8 -1.2
N 0.8517 -1.7704 3.4223 0.3 -0.8 0.2
C 1.6840 -2.4951 2.6804 1.0 -0.5 -0.9
H 4.2983 -0.2952 2.2549 -1.2 -0.3 0.2
H 2.6071 1.0506 3.7470 0.6 0.0 0.0
H 0.4737 0.0428 4.3188 0.4 -0.4 0.2
H 1.4088 -3.5379 2.4262 -0.1 0.8 0.1
N -1.0949 -3.6376 9.9330 -1.2 1.1 -3.3
C -1.4909 -3.3555 8.8571 1.3 -1.3 3.8
C -1.9690 -3.1730 7.5263 -0.1 0.2 -0.4
C -3.3461 -3.2062 7.2660 -0.1 0.1 0.2
C -3.7633 -2.9631 5.9785 0.6 0.5 -1.1
N -2.8809 -2.8060 4.9486 -0.8 -0.1 0.5
C -1.5865 -2.8537 5.1906 0.9 0.1 1.4
C -1.0517 -2.9590 6.5100 -1.2 -0.4 -0.8
H -4.0376 -3.3762 8.0870 0.0 0.1 -0.2
H -4.8063 -2.7963 5.6796 0.4 -0.4 0.4
H -0.8973 -2.7409 4.3586 -0.2 0.0 0.0
H -0.0085 -2.9510 6.7763 0.2 0.1 -0.4
```
Positions in Å, forces in eV/Å.

total charge: +2

Results of the Löwdin charge analysis, in e, for atoms 1 through 6:
1 Bi 1.941
2 O 0.046
3 C -0.464
4 N -0.173
5 C -0.169
6 C -0.250

(2)
Molecular formula: C11H17Cl2F3MoO5S
Method: DFT, ωB97M-V/def2-TZVPD

XYZ file:
```
40
Properties=species:S:1:pos:R:3:forces:R:3
C -2.1796 -0.0101 -1.1335 0.3 -0.6 0.4
C -2.4774 -0.7339 0.0710 -0.5 0.6 0.2
C -1.6061 -1.8947 0.1214 0.1 0.4 -1.1
C -3.5375 -0.3680 1.0551 0.0 0.2 0.6
C -0.9566 -1.9773 -1.1598 -0.1 0.2 0.6
C -1.2522 -0.8117 -1.9001 -0.3 0.6 0.7
C -0.7725 -0.5096 -3.2652 0.4 0.2 -0.2
C -2.8103 1.2575 -1.6060 0.0 0.1 0.0
C -1.4084 -2.8932 1.2062 0.0 -0.2 0.5
C -0.0681 -3.0721 -1.6050 0.4 -0.1 -0.2
Mo -0.2122 0.0093 0.2379 1.1 0.7 0.8
Cl -1.3289 -0.0809 2.5687 3.0 -1.2 0.9
Cl -0.9635 2.0860 1.1009 0.4 1.3 -1.1
O 1.3171 -1.0895 -0.3042 -0.5 -0.5 1.5
H -4.0004 0.5952 0.8037 -0.1 -0.5 -0.1
H -2.9990 -0.2111 2.0749 -1.9 -0.4 -1.9
H -4.2705 -1.1767 1.1775 0.1 0.2 -0.3
H -1.3862 -2.4054 2.1890 -0.2 -0.3 -0.4
H -0.4491 -3.4030 1.0787 -0.2 0.0 0.0
H -2.1979 -3.6518 1.2104 0.0 0.1 -0.1
H 0.4776 -3.5208 -0.7715 -0.1 0.1 -0.1
H 0.6686 -2.7122 -2.3293 -0.1 0.0 0.2
H -0.6397 -3.8707 -2.0921 -0.1 0.1 0.1
H 0.2465 -0.8718 -3.3871 0.1 0.1 -0.1
H -0.7781 0.5629 -3.4655 0.0 -0.1 0.1
H -1.3954 -1.0016 -4.0183 0.0 0.0 0.1
H -3.1231 1.8816 -0.7672 0.1 -0.1 -0.1
H -3.6803 1.0434 -2.2403 0.1 0.0 0.1
H -2.0907 1.8231 -2.2026 -0.1 0.0 0.1
H 1.6048 -1.6345 0.4741 0.2 0.9 -0.7
O 0.6003 1.3666 -1.0189 -0.5 -2.1 1.1
H 1.4433 1.6011 -0.5408 -0.8 0.1 -0.2
F 3.3097 1.8954 4.5646 -1.0 -0.7 -0.6
C 2.2691 1.2412 3.9805 -0.2 0.3 0.2
F 1.9392 0.1573 4.7433 0.5 1.2 -0.7
F 1.1976 2.0714 3.9487 0.9 -0.6 0.2
S 2.6394 0.6735 2.2132 0.8 0.0 1.2
O 2.7309 1.8337 1.3474 -0.2 -0.8 0.4
O 3.7922 -0.1932 2.3667 -1.0 0.7 -0.4
O 1.3452 -0.0694 2.0848 -0.5 0.0 -1.7
```
Positions in Å, forces in eV/Å.

total charge: 0

Results of the Löwdin charge analysis, in e, for atoms 1 through 6:
1 C -0.292
2 C -0.326
3 C -0.291
4 C -0.116
5 C -0.244
6 C -0.240

(3)
Molecular formula: C5H10O
Method: DFT, ωB97M-V/def2-TZVPD

XYZ file:
```
16
Properties=species:S:1:pos:R:3:forces:R:3
C -1.5841 1.2264 0.6589 -0.1 0.0 0.0
C -1.0500 -0.0633 0.0325 -0.1 0.0 0.0
C 0.1614 -0.7061 0.7477 0.0 0.1 0.0
C 1.1343 -1.0864 -0.3462 -0.3 -0.1 0.0
C 1.7053 0.0064 -1.1276 0.0 0.0 -0.2
O 2.5128 -0.7699 -0.2420 0.1 0.0 0.1
H -0.7649 1.9105 0.9193 -0.1 -0.2 -0.1
H -2.1685 1.0377 1.5648 0.1 0.0 -0.1
H -2.2301 1.7466 -0.0585 0.0 -0.1 0.2
H -0.7063 0.1803 -0.9779 -0.2 0.0 0.1
H -1.8534 -0.7975 -0.0976 0.0 0.1 0.1
H -0.1196 -1.5747 1.3574 0.0 0.2 -0.1
H 0.6572 0.0105 1.4146 -0.1 0.0 -0.1
H 0.9233 -2.0350 -0.8473 0.1 0.2 0.0
H 1.8703 -0.1195 -2.1976 0.2 0.0 0.2
H 1.5123 1.0340 -0.8004 0.1 -0.3 -0.1
```
Positions in Å, forces in eV/Å.

total charge: 0
SMILES string: CCC[C@H]1CO1

Results of the Löwdin charge analysis, in e, for atoms 1 through 6:
1 C -0.112
2 C -0.260
3 C -0.152
4 C -0.335
5 C -0.135
6 O -0.034

(4)
Molecular formula: C10H15BrF2O11S
Method: DFT, ωB97M-V/def2-TZVPD

XYZ file:
```
40
Properties=species:S:1:pos:R:3:forces:R:3
C 1.2005 -0.5119 1.8923 -0.3 0.1 0.0
C 0.8790 -0.0431 0.4738 -0.1 -0.1 0.1
C -0.3400 0.8545 0.4455 0.2 -0.1 0.2
Br -0.7342 1.3684 -1.3875 0.0 0.0 -0.1
O -1.4243 0.1353 1.0063 -0.1 0.1 -0.2
S -2.6163 1.0144 1.7433 -0.2 0.0 0.1
O -3.0062 2.1008 0.8895 0.1 0.0 0.0
O -3.7363 -0.1512 1.5618 0.2 0.0 0.1
C -3.4753 -1.4100 0.9805 -0.2 0.0 -0.3
O -4.7238 -2.0514 1.0891 0.1 -0.2 0.2
O -4.5999 -3.3383 0.4680 0.1 0.2 -0.2
H 1.0269 0.2942 2.6095 0.2 0.0 0.0
H 2.2311 -0.8461 1.9822 0.0 0.0 0.0
H 0.5398 -1.3263 2.1846 0.1 -0.1 0.0
H 1.7065 0.5190 0.0418 0.0 0.0 0.0
H 0.6670 -0.8917 -0.1786 0.2 0.0 0.0
H -0.1520 1.7735 1.0032 -0.2 0.1 -0.1
H -2.7194 -1.9579 1.5573 0.0 0.0 0.0
H -3.1865 -1.3139 -0.0689 0.0 0.0 0.0
H -3.6632 -3.5800 0.5660 -0.2 -0.1 0.2
C -3.3304 3.8915 -4.1140 -0.1 0.0 0.1
C -2.7969 4.6715 -5.3003 0.0 0.0 0.0
O -1.4254 4.3347 -5.2951 0.0 -0.1 -0.2
C -1.2835 3.1224 -4.6860 0.0 0.0 0.1
O -0.3006 2.4646 -4.7066 0.0 0.0 0.0
O -2.4355 2.7805 -4.0638 0.0 0.0 0.0
F -2.9316 6.0098 -5.1444 0.0 0.0 0.1
H -3.2367 4.4767 -3.1978 0.0 0.1 0.0
H -4.3520 3.5443 -4.2332 0.0 -0.1 0.0
H -3.2278 4.3900 -6.2629 0.0 0.1 0.0
C 5.6733 -3.7738 2.4162 0.0 0.0 0.0
C 5.7613 -2.2968 2.7506 -0.1 0.0 0.0
O 4.4156 -1.9697 3.0297 0.0 0.0 0.2
C 3.7714 -3.1025 3.4374 0.0 0.0 -0.1
O 2.7037 -3.1249 3.9443 0.0 0.0 0.0
O 4.5402 -4.1869 3.1811 0.0 0.0 0.0
F 6.1951 -1.5542 1.7059 -0.1 0.0 -0.1
H 5.4654 -3.9067 1.3532 0.0 0.0 0.0
H 6.5488 -4.3480 2.7026 0.0 0.0 0.1
H 6.3723 -2.0607 3.6236 0.1 0.1 -0.1
```
Positions in Å, forces in eV/Å.

total charge: 0

Results of the Löwdin charge analysis, in e, for atoms 1 through 6:
1 C -0.078
2 C -0.280
3 C -0.787
4 Br 0.802
5 O -0.410
6 S 0.957

Listing E for the structures above in their given order: -2977.39434, -2491.87398, -271.69509, -4389.50070 Ha.